Below is a molecular structure, C10H7LaN2O5 at a distorted geometry, with properties calculated with ωB97M-V with the def2-TZVPD basis set.

HOMO energy   -15.6 eV
Energy relative to the best compared isomer or geometry (same formula, charge and spin)   108.4 kcal/mol
Gap between HOMO and LUMO   5.529 eV

```
! RIJCOSX wB97M-V def2-TZVPD def2/J DEFGRID3
* xyz 2 1
O 1.5067 -6.6119 1.3575
C 1.5523 -5.8072 0.4949
La 0.3261 -1.0707 -0.5435
C 0.7859 0.6120 -2.4161
O 1.1441 1.1436 -3.3813
C 1.2084 -2.1510 -2.7028
O 1.9201 -2.4007 -3.6226
C -0.3527 -1.4341 -3.1043
O -1.1395 -1.7802 -3.9052
C 2.7690 -0.6327 -1.2079
O 3.8186 -0.4813 -1.6624
H 1.1368 -2.7636 -0.8312
N -0.2187 2.8615 -0.1827
C -0.7314 2.1308 0.8642
C -1.3457 2.8394 1.9389
C -1.8600 2.1039 3.0105
C -1.7427 0.7069 2.9768
C -1.1347 0.0865 1.9049
N -0.6058 0.7545 0.8204
H 0.1638 2.3631 -0.9917
H -0.3128 3.8868 -0.1840
H -1.4098 3.9618 1.9082
H -2.3439 2.5949 3.8619
H -2.1234 0.0739 3.7874
H -1.0109 -0.9864 1.8101
*
```